Density functional theory data (ωB97M-V/def2-TZVPD) for a cluster of 6 separate species, C45H50BN5O11 in total in a non-equilibrium geometry.

Results
LUMO   -1.774 eV
Spin multiplicity   1
SMILES string   CCCCCCC[C@@](C#N)(CCN)[C@@](C#N)(CNC)B(N)O.O=C1C=CC(=O)C=C1.O=C1C=CC(=O)C=C1.O=C1C=CC(=O)C=C1.O=C1C=CC(=O)C=C1.O=C1C=CC(=O)C=C1
HOMO-LUMO gap   7.074 eV
Energy above the lowest of the compared OMol25 structures with the same formula, charge and spin   0.0 kcal/mol

Last column: Löwdin charge in e.
Geometry (Å):
C (-1.7530, 3.7346, -3.3259)  -0.0877
C (-2.5369, 3.9267, -2.0196)  -0.2235
C (-2.4012, 2.6949, -1.1183)  -0.2202
C (-2.2778, 2.9919, 0.3710)  -0.1870
C (-1.1787, 3.9844, 0.7338)  -0.1882
C (0.0734, 3.3755, 1.3575)  -0.1737
C (0.8063, 2.4863, 0.3339)  -0.1045
C (1.6963, 1.3566, 0.8871)  -0.3402
C (2.5805, 1.0132, -0.2334)  -0.1774
N (3.2791, 0.7454, -1.1330)  0.2204
C (2.5875, 1.9101, 2.0191)  -0.0946
C (4.0086, 1.3361, 2.1223)  -0.2694
N (5.0370, 2.0964, 1.4087)  0.0156
C (0.9562, 0.0479, 1.2652)  -0.2373
C (1.9089, -0.9647, 1.6785)  -0.1736
N (2.6469, -1.8316, 1.9366)  0.2404
C (-0.0615, 0.1709, 2.4299)  -0.1559
N (0.5718, 0.2034, 3.7541)  -0.0884
C (0.0248, 1.2395, 4.6307)  -0.1081
B (0.1813, -0.6037, -0.0002)  -0.5816
N (-1.2389, -0.3217, -0.1306)  0.2041
O (0.8662, -1.3802, -0.9031)  0.1632
H (-2.4146, 3.5030, -4.1504)  0.0604
H (-1.0494, 2.9135, -3.2590)  0.0552
H (-1.2055, 4.6177, -3.6115)  0.0482
H (-2.2076, 4.8437, -1.5543)  0.0932
H (-3.5649, 4.0689, -2.3119)  0.0771
H (-1.5894, 2.0858, -1.4867)  0.0648
H (-3.2990, 2.1069, -1.2491)  0.0895
H (-3.2338, 3.3554, 0.7211)  0.1098
H (-2.1312, 2.0428, 0.8681)  0.0842
H (-1.5647, 4.7303, 1.4193)  0.1109
H (-0.8370, 4.5293, -0.1344)  0.1011
H (0.7199, 4.2158, 1.5752)  0.1098
H (-0.1106, 2.8930, 2.3051)  0.0838
H (0.0811, 2.1406, -0.3920)  0.0962
H (1.4813, 3.1352, -0.2056)  0.1255
H (2.7002, 2.9711, 1.8392)  0.1120
H (2.1171, 1.8169, 2.9846)  0.0957
H (4.2763, 1.3715, 3.1672)  0.0963
H (4.0809, 0.3016, 1.8366)  0.0753
H (4.7643, 3.0652, 1.3160)  0.0566
H (5.1361, 1.7493, 0.4657)  0.0433
H (-0.7478, 0.9883, 2.2945)  0.0979
H (-0.6637, -0.7327, 2.3952)  0.0996
H (0.4428, -0.6997, 4.1766)  0.0982
H (0.3270, 1.0328, 5.6436)  0.0793
H (-1.0609, 1.2822, 4.5812)  0.0826
H (0.4612, 2.1937, 4.3621)  0.0623
H (-1.5619, -0.3840, -1.0859)  0.0853
H (-1.8141, -0.8954, 0.4681)  0.0908
H (0.7537, -1.0157, -1.7851)  0.1123
C (-0.0240, -6.4253, 4.0195)  0.0265
C (-0.6210, -5.4974, 4.7622)  0.0252
C (-0.8827, -4.1374, 4.2277)  -0.3787
O (-1.4222, -3.2860, 4.9026)  0.1010
C (-0.4553, -3.8574, 2.8389)  0.0198
C (0.1425, -4.7800, 2.0958)  0.0174
C (0.4047, -6.1390, 2.6265)  -0.3864
O (0.9418, -6.9881, 1.9471)  0.0978
H (0.1770, -7.4233, 4.3876)  0.1228
H (-0.9410, -5.6840, 5.7792)  0.1223
H (-0.6583, -2.8612, 2.4676)  0.0993
H (0.4619, -4.5858, 1.0795)  0.1279
C (6.7732, -2.3237, 4.9732)  0.0205
C (7.1502, -3.5806, 5.1882)  0.0160
C (6.8246, -4.6587, 4.2199)  -0.3917
O (7.1670, -5.8044, 4.4201)  0.0988
C (6.0646, -4.2801, 3.0039)  0.0188
C (5.6870, -3.0229, 2.7868)  0.0133
C (6.0138, -1.9456, 3.7542)  -0.3732
O (5.6698, -0.8016, 3.5573)  0.1051
H (6.9988, -1.5226, 5.6655)  0.1200
H (7.7054, -3.8784, 6.0685)  0.1193
H (5.8361, -5.0816, 2.3131)  0.1208
H (5.1248, -2.7262, 1.9110)  0.0973
C (2.9133, 2.2240, -4.7932)  0.0243
C (2.1519, 3.0633, -4.0972)  0.0169
C (1.8033, 4.4061, -4.6251)  -0.3823
O (1.1143, 5.1709, -3.9848)  0.0900
C (2.3356, 4.7782, -5.9590)  0.0204
C (3.0950, 3.9387, -6.6572)  0.0209
C (3.4431, 2.5942, -6.1304)  -0.3856
O (4.1331, 1.8299, -6.7670)  0.1109
H (3.1849, 1.2432, -4.4237)  0.1181
H (1.7595, 2.8154, -3.1186)  0.1042
H (2.0705, 5.7624, -6.3236)  0.1212
H (3.4936, 4.1895, -7.6318)  0.1216
C (-7.8071, 3.1510, -2.0736)  0.0224
C (-8.7867, 3.8242, -2.6703)  0.0227
C (-8.5975, 4.4320, -4.0120)  -0.3859
O (-9.4879, 5.0463, -4.5550)  0.1121
C (-7.2735, 4.2582, -4.6621)  0.0242
C (-6.2946, 3.5846, -4.0648)  0.0214
C (-6.4852, 2.9775, -2.7244)  -0.3787
O (-5.5916, 2.3636, -2.1819)  0.0968
H (-7.9229, 2.7010, -1.0959)  0.1221
H (-9.7585, 3.9621, -2.2142)  0.1227
H (-7.1567, 4.7087, -5.6394)  0.1232
H (-5.3217, 3.4470, -4.5202)  0.1176
C (-3.2284, -6.1948, -2.9380)  0.0216
C (-3.3809, -5.3979, -1.8844)  0.0177
C (-2.6005, -5.6095, -0.6399)  -0.3802
O (-2.7430, -4.8803, 0.3197)  0.0947
C (-1.6415, -6.7424, -0.6157)  0.0282
C (-1.4882, -7.5389, -1.6697)  0.0317
C (-2.2691, -7.3286, -2.9146)  -0.3853
O (-2.1304, -8.0516, -3.8756)  0.1121
H (-3.7879, -6.0595, -3.8547)  0.1220
H (-4.0740, -4.5662, -1.8808)  0.1199
H (-1.0778, -6.8808, 0.2980)  0.1008
H (-0.7939, -8.3693, -1.6725)  0.1263